Density functional theory data (the ωB97M-V functional and the def2-TZVPD basis) for C6H17NS as an isolated structure.

Structure (XYZ):
```
25
Properties=species:S:1:pos:R:3:forces:R:3
C -1.20906 -2.16361 -0.42839 0.6 -1.9 1.0
C 0.30641 -1.93282 -0.34753 -0.5 0.1 -0.1
C 0.74433 -1.69960 1.09326 0.1 0.3 -0.2
N -1.64443 -2.55549 -1.77537 -0.2 0.8 0.2
H -1.27672 -3.07961 0.18529 -0.6 0.3 0.0
H -1.77002 -1.36768 0.08476 0.1 -0.4 -0.2
H 0.55853 -1.08206 -0.98136 0.4 0.0 -0.1
H 0.77114 -2.84892 -0.72835 0.1 0.3 -0.2
H 0.27635 -0.80404 1.50964 0.1 0.0 0.0
H 0.45519 -2.54167 1.70951 -0.1 -0.2 0.2
H 1.83041 -1.59885 1.18075 -0.1 0.1 -0.1
H -1.34963 -0.05093 -1.09947 -0.4 3.4 2.9
H -2.61160 -2.87320 -1.76429 0.2 0.0 0.2
H -1.66876 -1.71217 -2.33763 0.1 0.0 -0.4
C 1.15841 2.79093 1.40310 -0.1 0.3 0.0
C 1.16522 2.12033 0.02650 0.4 -0.3 0.5
C -0.20158 2.27862 -0.62405 -0.2 0.5 0.1
S -1.47484 1.21665 0.12266 0.3 -2.9 -3.3
H 1.14998 3.88650 1.34588 0.1 -0.1 -0.1
H 1.99925 2.49735 2.04002 -0.2 0.0 -0.2
H 0.22093 2.51029 1.89471 0.2 -0.1 0.2
H 1.98160 2.47809 -0.61393 -0.3 0.2 0.1
H 1.38833 1.06777 0.22672 -0.2 -0.1 -0.4
H -0.21477 2.18163 -1.70809 0.1 -0.2 0.1
H -0.58465 3.28248 -0.41434 0.2 0.1 -0.1
```
Forces are in eV/Å.

Values from the calculation:
Maximum force: 4.5 eV/Å
ΔE to the lowest compared entry with this formula, charge and spin: 170.4 kJ/mol
LUMO energy: 0.08 eV
HOMO energy: -9.0 eV
Energy: -691.67223 a.u.
Gap between HOMO and LUMO: 9.122 eV

List of Mulliken charges in e, atom by atom:
1. C -1.059
2. C -0.003
3. C -1.140
4. N -0.614
5. H 0.432
6. H 0.357
7. H 0.325
8. H 0.255
9. H 0.183
10. H 0.442
11. H 0.321
12. H 0.074
13. H 0.229
14. H 0.264
15. C -1.281
16. C 0.153
17. C -0.825
18. S -0.173
19. H 0.350
20. H 0.352
21. H 0.306
22. H 0.373
23. H -0.103
24. H 0.389
25. H 0.393